Below is one molecule with the formula C18H37BNO2P, with properties calculated with ωB97M-V/def2-TZVPD.

Computed properties:
**Lowest unoccupied orbital energy**: 0.32 eV
**Calculated total energy**: -34813.729 eV
**ΔE to the lowest compared entry with this formula, charge and spin**: 0.0 kJ/mol
**Multiplicity**: 1
**HOMO energy**: -7.64 eV
**Structure (SMILES)**: CCOB(O)[PH3]CCCCCCCCCCCCn1cccc1
**Max |F|**: 0.0881 hartree/bohr
**Orbital gap**: 7.96 eV

```
60
C18H37BNO2P (ωB97M-V/def2-TZVPD)
C -7.24624 2.37685 -0.81513
C -5.97662 2.15492 -1.73237
O -5.14585 1.16826 -1.10565
B -4.04238 0.79652 -1.90400
O -3.68198 1.65778 -2.95045
P -3.17294 -0.89581 -1.46635
C -2.46301 -2.60538 -1.04924
C -0.93970 -2.79900 -1.37852
C 0.04178 -1.94939 -0.46790
C 0.58050 -2.75441 0.77734
C -0.23310 -2.48092 2.10815
C 0.70880 -2.44451 3.38018
C 1.07169 -0.97588 3.83664
C 2.55121 -0.54098 3.51007
C 2.64428 0.97254 3.09274
C 1.97388 1.19572 1.65869
C 3.12623 1.19101 0.58111
C 3.19159 2.50316 -0.30316
N 3.78998 2.10860 -1.60871
C 3.06363 1.85502 -2.74033
C 4.06943 1.47258 -3.70815
C 5.38041 1.52921 -3.02632
C 5.15667 1.95392 -1.65375
H -7.92119 1.48130 -0.82842
H -7.79530 3.31123 -1.08013
H -6.91274 2.48509 0.24831
H -5.48560 3.15811 -1.81794
H -6.37408 1.85545 -2.73180
H -3.06872 1.20772 -3.55639
H -4.48140 -1.39277 -1.04091
H -2.70423 -0.97643 -2.84725
H -2.30362 -0.21363 -0.54490
H -2.66811 -2.81308 0.03169
H -3.05274 -3.35632 -1.64881
H -0.70018 -3.87469 -1.14837
H -0.69889 -2.68370 -2.47001
H 0.94102 -1.74077 -1.11287
H -0.36271 -0.95369 -0.17613
H 1.65143 -2.47543 0.92736
H 0.54096 -3.85754 0.59744
H -0.90417 -3.36994 2.25595
H -0.90140 -1.58997 2.04842
H 1.61334 -3.07938 3.22846
H 0.12009 -2.90596 4.21509
H 0.29282 -0.29640 3.41479
H 0.96780 -0.94999 4.95232
H 3.01253 -1.23682 2.76961
H 3.13673 -0.64594 4.45898
H 2.09787 1.64303 3.80066
H 3.72057 1.26704 3.11430
H 1.30814 0.30416 1.50083
H 1.31712 2.09501 1.62834
H 4.13994 1.02483 1.01069
H 2.93719 0.35429 -0.14504
H 2.17863 2.95841 -0.43698
H 3.85352 3.28678 0.14681
H 1.96674 1.92767 -2.79427
H 3.85557 1.17259 -4.74776
H 6.37562 1.28270 -3.43613
H 5.85920 2.10718 -0.82084
```